[1]
Here is a molecular structure, C27H27Cl2IN2O3PSTc from the OMol25 dataset. Energies are from ωB97M-V with the def2-TZVPD basis set.

Positions of all 65 atoms, in Å:
Tc -0.68017 -0.03529 0.32126
C 0.29848 -5.84118 -1.42142
C 1.15163 -4.75627 -1.59660
C 0.65475 -3.46721 -1.52019
C -0.70405 -3.27310 -1.26429
C -1.56685 -4.36210 -1.08678
C -1.05477 -5.64594 -1.17245
P -1.42595 -1.65602 -1.27435
C -1.92940 -1.11343 -2.87447
C -2.20545 -2.08360 -3.84693
C -2.61331 -1.67828 -5.10722
C -2.71992 -0.32700 -5.40775
C -2.40792 0.64000 -4.45411
C -2.00629 0.25037 -3.19118
C -2.67072 -1.50820 -0.00026
C -2.32642 -1.92012 1.31278
C -3.25028 -1.77577 2.34558
C -4.51901 -1.29565 2.06851
C -4.88961 -0.95038 0.76200
C -3.97447 -1.03060 -0.26126
H 0.69022 -6.84757 -1.48624
H 2.19988 -4.92184 -1.80629
H 1.30766 -2.61834 -1.68447
H -2.62240 -4.21711 -0.88777
H -1.71131 -6.49589 -1.04487
H -2.11430 -3.13869 -3.62536
H -2.83938 -2.42183 -5.85920
H -3.02526 -0.02195 -6.39997
H -2.45229 1.68978 -4.71093
H -1.67844 1.00469 -2.48617
H -1.38911 -2.42882 1.49652
H -2.99342 -2.09249 3.34744
H -5.25031 -1.22302 2.86349
H -5.90416 -0.63329 0.55933
H -4.26574 -0.79308 -1.27890
O 0.62206 -1.37781 0.98582
S 1.59931 -1.79564 2.16271
C 3.15230 -2.20027 1.33147
C 4.02264 -0.94923 1.37079
C 3.76730 -0.30675 2.73037
C 2.24893 -0.28018 2.92830
H 2.89416 -2.58290 0.34484
H 3.56750 -3.02029 1.92256
H 3.75492 -0.26975 0.56007
H 5.06928 -1.22060 1.24123
H 4.15263 0.71030 2.78569
H 4.24305 -0.88528 3.52309
H 1.78933 0.54846 2.39349
H 1.92088 -0.27546 3.96643
I -2.98734 5.40870 1.87095
C -2.80006 3.61590 0.90397
C -3.62061 3.09597 -0.08556
N -3.13703 1.90119 -0.43908
N -2.01884 1.59689 0.25687
C -1.81547 2.65579 1.07603
H -4.50316 3.50372 -0.55374
H -3.49334 1.27928 -1.14512
H -0.96671 2.68473 1.73874
Cl 0.46716 2.98711 -2.06628
C 1.68859 1.83385 -1.54667
Cl 1.34049 0.18910 -2.15139
C 1.74439 1.79487 -0.02642
O 2.66983 2.17236 0.61237
O 0.62801 1.29793 0.56505
H 2.65278 2.13515 -1.94415

Results
* frontier orbital gap (alpha / beta): 0.1890 / 0.1926 Ha
* spin multiplicity: 4
* total charge: +3
* LUMO level (alpha / beta): -11.14 / -11.04 eV

natural (NBO) population analysis, charges in e, atoms 1 to 6:
1. Tc 1.295
2. C -0.124
3. C -0.184
4. C -0.203
5. C -0.379
6. C -0.189


[2]
Here is a molecular structure, C27H27CrN14O3S2 at a distorted geometry from the OMol25 dataset. Energies are from ωB97M-V with the def2-TZVPD basis set.

Positions of all 74 atoms, in Å:
Cr -0.09576 0.13534 -0.27672
N -3.57520 0.53717 -0.02449
C -2.79027 1.39308 0.72908
N -3.29730 2.39402 1.41255
N -2.22113 2.97748 1.99996
N -1.14344 2.35849 1.66458
N -1.46820 1.30131 0.85967
C -3.06803 -0.07561 -1.15793
N -3.82097 -0.61575 -2.08603
N -2.93304 -1.13137 -2.98401
N -1.72327 -0.92063 -2.59534
N -1.77114 -0.22483 -1.40889
H -4.53815 0.80977 -0.09227
S 1.11433 -1.09971 -1.89287
C 2.57718 -1.03727 -0.98332
N 3.74563 -1.27078 -1.60211
N 4.85470 -1.47955 -0.89056
C 5.10155 -2.30354 0.23221
C 4.19708 -3.25148 0.70506
C 4.56087 -4.09342 1.74401
C 5.81853 -3.99355 2.33604
C 6.71908 -3.05228 1.86183
C 6.36631 -2.21495 0.81097
N 2.61097 -0.72015 0.34375
N 1.56942 -0.18522 0.81861
C 1.73344 -0.01815 2.24786
C 1.37843 1.17719 2.84631
C 1.54919 1.33555 4.21696
C 2.07395 0.30506 4.98626
C 2.43867 -0.89162 4.37643
C 2.27668 -1.05234 3.01102
H 5.66575 -1.22179 -1.41269
H 3.21897 -3.34994 0.24830
H 3.87443 -4.85223 2.10085
H 6.07942 -4.65979 3.15220
H 7.70353 -2.96088 2.30737
H 7.07151 -1.47900 0.43360
H 0.96916 1.97536 2.24695
H 1.27032 2.27890 4.67829
H 2.19605 0.43163 6.05636
H 2.83827 -1.71251 4.96388
H 2.55017 -1.98074 2.52985
N -1.01462 -1.67754 0.93418
C -0.40433 -2.85309 1.50886
C 0.09840 -3.86923 0.70310
C 0.62129 -5.02059 1.28902
C 0.65077 -5.15881 2.67558
C 0.17999 -4.11826 3.47454
C -0.33941 -2.97111 2.89133
S 1.26193 -6.66056 3.45253
O 2.69298 -6.42573 3.63336
O 0.94746 -7.70240 2.49067
O 0.51656 -6.72941 4.69856
H -1.55874 -1.21056 1.64252
H -1.63943 -1.94369 0.18941
H 0.07036 -3.75320 -0.37442
H 0.99537 -5.83256 0.67119
H 0.20594 -4.24183 4.55424
H -0.71026 -2.15890 3.51154
C 0.62922 5.33183 -1.53105
C 1.69034 4.22484 -1.61613
C 2.29169 4.17545 -3.02646
C 2.80192 4.51072 -0.59567
C 1.07295 2.92087 -1.28586
C 0.58014 1.84724 -0.99197
H 1.09107 6.32141 -1.65412
H 0.12060 5.29275 -0.56515
H -0.12223 5.19655 -2.31334
H 2.82774 5.10835 -3.24973
H 1.50258 4.03722 -3.76992
H 2.98651 3.33644 -3.11284
H 3.28376 5.47483 -0.80506
H 3.55624 3.72207 -0.62997
H 2.38610 4.53341 0.41344

Results
* frontier orbital gap (alpha / beta): 0.2410 / 0.2230 Ha
* spin multiplicity: 4
* total charge: -2
* LUMO level (alpha / beta): 3.31 / 3.03 eV

Löwdin population analysis, charges in e, atoms 1 to 6:
1. Cr 0.459
2. N 0.136
3. C -0.489
4. N 0.018
5. N -0.089
6. N -0.063


Question: Which value of total charge does entry 1 give?
Answer: +3